{
  "formula": "C33H63Cl9O14",
  "method": "ωB97M-V/def2-TZVPD",
  "energy_ev": -176598.237,
  "homo_lumo_gap_ev": [5.9534, 2.2503],
  "multiplicity": 2,
  "s2": 0.757,
  "charge": 1,
  "molar_mass_g_mol": 1002.9,
  "symbols": ["C", "Cl", "Cl", "Cl", "H", "C", "Cl", "Cl", "Cl", "H", "C", "Cl", "Cl", "Cl", "H", "C", "O", "C", "O", "O", "C", "H", "H", "H", "H", "H", "H", "C", "O", "C", "O", "O", "C", "H", "H", "H", "H", "H", "H", "C", "C", "O", "C", "H", "H", "H", "H", "H", "H", "C", "C", "O", "C", "H", "H", "H", "H", "H", "H", "C", "C", "O", "C", "H", "H", "H", "H", "H", "H", "C", "C", "O", "C", "H", "H", "H", "H", "H", "H", "C", "C", "O", "C", "H", "H", "H", "H", "H", "H", "C", "C", "O", "C", "H", "H", "H", "H", "H", "H", "C", "C", "O", "C", "H", "H", "H", "H", "H", "H", "C", "C", "O", "C", "H", "H", "H", "H", "H", "H"],
  "positions_angstrom": [[-3.2241, 0.9030, -3.2747], [-2.3655, 2.3553, -3.8657], [-2.5948, -0.5233, -4.1962], [-4.9937, 1.1522, -3.7001], [-3.1925, 0.7994, -2.1901], [5.4071, -3.5505, -0.7327], [6.7225, -2.5860, -1.3354], [5.5204, -5.2480, -1.1910], [3.8562, -2.9143, -1.1471], [5.4153, -3.5829, 0.3568], [4.3670, 0.4258, 2.4007], [3.0149, 0.6729, 1.1861], [5.2901, 1.9517, 2.6463], [5.4074, -0.8795, 1.8080], [3.8613, 0.2157, 3.3432], [-4.1060, 1.0804, 6.5818], [-3.5768, 1.8710, 5.5160], [-2.7359, 1.3429, 4.6194], [-2.4837, 0.1126, 4.5312], [-2.2552, 2.3000, 3.7408], [-1.2630, 2.0857, 2.7340], [-4.3573, 0.0510, 6.3264], [-4.9124, 1.6103, 7.0887], [-3.2886, 1.0469, 7.3022], [-1.6120, 1.4834, 1.8952], [-0.4259, 1.5877, 3.2232], [-1.0086, 3.0393, 2.2712], [3.2962, -5.2046, 3.2369], [2.0490, -4.5404, 3.2710], [1.9311, -3.2927, 3.0712], [2.8166, -2.5045, 2.7947], [0.6497, -2.9763, 3.1849], [-0.0058, -1.6932, 3.0071], [3.1149, -6.2464, 3.5011], [4.0167, -4.7900, 3.9420], [3.6163, -5.1513, 2.1963], [-0.0847, -1.1276, 3.9356], [-1.0725, -1.7598, 2.7930], [0.4786, -1.1227, 2.2147], [0.7089, -5.5185, -0.1873], [-0.2491, -6.6122, -0.7397], [-0.5058, -6.7255, -1.8876], [-0.7381, -7.7374, 0.1861], [1.7432, -5.7991, 0.0116], [0.3418, -5.0503, 0.7260], [0.8322, -4.6759, -0.8677], [-1.6570, -7.5519, 0.7422], [0.0451, -7.9602, 0.9107], [-0.9305, -8.6518, -0.3751], [-2.3929, -3.9156, -2.0584], [-3.3290, -4.0699, -0.8730], [-4.5359, -4.2622, -1.0480], [-2.7647, -3.9869, 0.4633], [-1.5140, -4.5594, -2.0234], [-2.1552, -2.8558, -2.1498], [-2.9830, -4.2778, -2.9003], [-2.2861, -3.0452, 0.7321], [-2.1520, -4.8674, 0.6564], [-3.5516, -4.0791, 1.2118], [3.9728, 5.4677, -0.1568], [3.2638, 4.7720, 1.0088], [3.6271, 4.9642, 2.1892], [1.9865, 3.9820, 0.5945], [4.3666, 4.7522, -0.8787], [4.7638, 6.1376, 0.1802], [3.1469, 5.9563, -0.6738], [1.2218, 4.6480, 0.1949], [1.5621, 3.5740, 1.5119], [2.1060, 3.0994, -0.0338], [3.4458, 1.0259, -3.6470], [4.3160, 1.4895, -2.4477], [4.2157, 2.6191, -2.0203], [5.2320, 0.4556, -1.7625], [2.9166, 1.8464, -4.1316], [2.6679, 0.2936, -3.4313], [4.1777, 0.6804, -4.3772], [6.0943, 0.3785, -2.4249], [4.6894, -0.4747, -1.5948], [5.5210, 0.9177, -0.8186], [0.3102, 0.9385, -0.6557], [-0.2257, -0.4663, -0.8587], [-1.3915, -0.7322, -1.1828], [0.7139, -1.6270, -0.7389], [-0.3830, 1.6564, -1.0941], [1.2456, 0.8497, -1.2083], [0.4434, 1.1926, 0.3959], [1.6700, -1.4260, -0.2556], [0.9251, -1.8902, -1.7754], [0.2428, -2.5053, -0.2976], [-7.0118, -1.6336, -0.0883], [-5.8630, -0.5607, -0.0533], [-6.1328, 0.6212, -0.3392], [-4.4639, -1.0330, 0.2812], [-6.6004, -2.6314, -0.2409], [-7.6555, -1.4785, -0.9541], [-7.5912, -1.5907, 0.8339], [-4.5118, -1.5924, 1.2155], [-3.7769, -0.1868, 0.2739], [-4.2331, -1.7214, -0.5318], [2.5768, 6.4743, -3.8461], [1.6363, 5.7304, -2.9634], [1.1175, 6.3498, -2.0414], [1.3818, 4.2496, -3.1536], [2.7812, 5.8013, -4.6788], [3.4098, 6.8209, -3.2345], [1.9141, 7.3047, -4.0898], [0.9912, 4.1088, -4.1614], [0.7208, 3.7851, -2.4220], [2.3427, 3.7354, -3.1316], [-4.2715, 3.9766, -1.2427], [-2.8410, 3.9504, -0.6955], [-2.2906, 2.9296, -0.3816], [-2.0912, 5.2124, -0.8419], [-4.2800, 4.2572, -2.2960], [-4.8123, 4.7435, -0.6882], [-4.7502, 2.9981, -1.2036], [-2.2792, 5.7947, 0.0602], [-2.4211, 5.8611, -1.6533], [-1.0380, 4.9564, -0.9572]]
}

{
  "formula": "C33H63F3I2N5O7S",
  "method": "ωB97M-V/def2-TZVPD",
  "energy_ev": -92199.025,
  "homo_lumo_gap_ev": 5.2894,
  "multiplicity": 1,
  "charge": 1,
  "molar_mass_g_mol": 984.8,
  "symbols": ["C", "C", "C", "C", "O", "C", "C", "N", "S", "N", "C", "C", "C", "C", "F", "C", "F", "F", "C", "C", "I", "C", "C", "I", "H", "H", "H", "H", "H", "H", "H", "H", "H", "H", "H", "H", "H", "H", "H", "H", "H", "H", "C", "O", "C", "C", "N", "C", "C", "O", "C", "H", "H", "H", "H", "H", "H", "H", "H", "H", "H", "H", "H", "H", "H", "H", "C", "O", "C", "C", "N", "C", "C", "O", "C", "H", "H", "H", "H", "H", "H", "H", "H", "H", "H", "H", "H", "H", "H", "H", "C", "O", "C", "C", "N", "C", "C", "O", "C", "H", "H", "H", "H", "H", "H", "H", "H", "H", "H", "H", "H", "H", "H", "H"],
  "positions_angstrom": [[7.5822, -0.2997, -1.1427], [6.8287, -1.6127, -0.9098], [6.5030, -2.3019, -2.2416], [5.0511, -2.2345, -2.6577], [4.8221, -1.0567, -3.4726], [3.5994, -0.8620, -3.9604], [2.9093, -1.9151, -4.5787], [1.6940, -1.6941, -5.0553], [0.8515, -3.0554, -5.7535], [1.0633, -0.5445, -5.0465], [1.6899, 0.4827, -4.4900], [0.9237, 1.7856, -4.4916], [-0.5789, 1.5597, -4.6051], [-1.1600, 0.9139, -3.4046], [-2.4897, 0.6494, -3.4856], [-0.5212, 0.4939, -2.2663], [-0.2883, -0.7631, -1.9089], [-0.0281, 1.3258, -1.3600], [2.9919, 0.3888, -3.9284], [3.6765, 1.5625, -3.3667], [4.2145, 2.9921, -4.8283], [3.9548, 1.7746, -2.0849], [4.6684, 2.9896, -1.5882], [3.3365, 0.3717, -0.6739], [7.0876, 0.2708, -1.9293], [7.7010, 0.2942, -0.2423], [8.5692, -0.5380, -1.5353], [5.9391, -1.4604, -0.3023], [7.4891, -2.2601, -0.3363], [6.6928, -3.3670, -2.1025], [7.1549, -1.9846, -3.0521], [4.3887, -2.2201, -1.7943], [4.8207, -3.1513, -3.2020], [3.3730, -2.8827, -4.6529], [0.3645, -2.4004, -6.8174], [1.2511, 2.3886, -5.3314], [1.1195, 2.2901, -3.5476], [-0.8626, 0.9547, -5.4652], [-1.0688, 2.5253, -4.7670], [4.0859, 3.8837, -1.7991], [5.6403, 3.0594, -2.0717], [4.8424, 2.9440, -0.5184], [-6.9817, -0.8338, -4.2833], [-6.3845, -1.0982, -3.0296], [-5.3441, -0.1993, -2.6679], [-5.7650, 0.7211, -1.5424], [-6.7511, 1.6958, -1.9876], [-7.3874, 2.4530, -0.9121], [-8.2015, 1.6946, 0.1311], [-9.3928, 1.1141, -0.3592], [-9.2496, -0.1475, -0.9821], [-7.6056, -1.6904, -4.5320], [-7.6189, 0.0565, -4.2575], [-6.2270, -0.7139, -5.0667], [-4.9880, 0.3683, -3.5314], [-4.5137, -0.8153, -2.3101], [-4.8829, 1.2524, -1.1700], [-6.1467, 0.0887, -0.7298], [-7.4717, 1.2184, -2.5121], [-8.0575, 3.1737, -1.3864], [-6.6157, 3.0332, -0.3955], [-8.5201, 2.4260, 0.8781], [-7.6040, 0.9479, 0.6692], [-8.4515, -0.7395, -0.5263], [-9.0662, -0.0489, -2.0561], [-10.1911, -0.6826, -0.8601], [-3.0549, 3.3292, 5.5220], [-2.0414, 2.3423, 5.5674], [-2.3401, 1.1533, 4.8508], [-1.4911, 1.0334, 3.6033], [-1.8755, 2.0099, 2.5939], [-0.9515, 2.1300, 1.4707], [0.4799, 2.5841, 1.7456], [0.6024, 3.9226, 2.1746], [0.3987, 4.1445, 3.5597], [-2.8007, 4.0877, 6.2598], [-3.1155, 3.8131, 4.5407], [-4.0312, 2.9090, 5.7780], [-3.4058, 1.0863, 4.6142], [-2.0938, 0.3173, 5.5116], [-1.6111, 0.0276, 3.1878], [-0.4432, 1.1500, 3.9137], [-1.9634, 2.9167, 3.0331], [-1.3908, 2.8521, 0.7771], [-0.9204, 1.1689, 0.9476], [1.0184, 2.5338, 0.7941], [1.0096, 1.9121, 2.4311], [0.7406, 3.2992, 4.1624], [-0.6501, 4.3548, 3.7837], [0.9754, 5.0257, 3.8385], [1.9380, -2.5894, 0.8415], [2.3341, -1.6620, 1.8348], [1.3254, -1.4027, 2.8121], [1.6705, -2.0178, 4.1494], [1.5768, -3.4703, 4.1090], [2.1293, -4.1521, 5.2782], [3.6130, -3.9804, 5.5842], [4.4830, -4.5773, 4.6400], [4.7604, -3.8076, 3.4904], [2.6897, -2.5620, 0.0502], [1.8949, -3.6126, 1.2264], [0.9680, -2.3235, 0.4093], [0.3439, -1.7332, 2.4612], [1.2867, -0.3192, 2.9367], [0.9751, -1.6357, 4.9025], [2.6791, -1.6741, 4.4166], [2.0591, -3.8090, 3.2878], [1.9465, -5.2195, 5.1367], [1.5551, -3.8492, 6.1590], [3.8053, -4.4991, 6.5258], [3.8913, -2.9324, 5.7506], [4.7776, -2.7362, 3.7096], [4.0424, -4.0070, 2.6874], [5.7455, -4.1027, 3.1274]]
}